Entry 1:
C65H54N2OP3RhSi | ωB97M-V/def2-TZVPD

Geometry (Å):
Rh -0.004 -0.413 0.245
C -4.539 -4.134 2.616
C -5.062 -2.869 2.384
C -4.387 -1.975 1.561
C -3.195 -2.347 0.940
C -2.705 -3.637 1.143
C -3.359 -4.522 1.990
P -2.265 -1.120 -0.049
C -2.593 0.360 1.032
C -2.241 0.116 2.348
C -2.414 1.130 3.284
C -2.962 2.352 2.911
C -3.363 2.565 1.597
C -3.168 1.572 0.644
C -2.172 -1.895 -1.715
C -3.292 -2.610 -2.152
C -3.338 -3.109 -3.451
C -2.280 -2.885 -4.318
C -1.174 -2.157 -3.889
C -1.114 -1.624 -2.594
Si 0.452 -0.786 -1.994
C 1.848 -1.985 -2.191
C 2.687 -2.042 -3.309
C 3.657 -3.030 -3.399
C 3.781 -3.985 -2.389
C 2.944 -3.950 -1.283
C 2.005 -2.919 -1.165
P 0.846 -2.783 0.230
C 1.799 -2.596 1.788
C 1.254 -1.792 2.798
C 1.898 -1.641 4.021
C 3.097 -2.305 4.252
C 3.659 -3.087 3.252
C 3.020 -3.229 2.024
C 0.203 -4.469 0.331
C -0.392 -5.008 -0.815
C -0.885 -6.304 -0.790
C -0.796 -7.058 0.379
C -0.223 -6.513 1.520
C 0.261 -5.207 1.507
C 1.214 0.808 -2.587
C 1.089 1.373 -3.863
C 1.800 2.522 -4.196
C 2.681 3.080 -3.278
C 2.833 2.512 -2.017
C 2.081 1.396 -1.652
P 2.091 0.670 0.033
C 3.744 -0.035 0.247
C 4.283 -0.137 1.527
C 5.540 -0.698 1.709
C 6.253 -1.183 0.619
C 5.716 -1.087 -0.659
C 4.466 -0.511 -0.846
C 2.106 2.023 1.263
C 1.054 2.134 2.175
C 1.070 3.110 3.165
C 2.135 3.995 3.245
C 3.191 3.897 2.344
C 3.185 2.906 1.371
H -5.055 -4.822 3.279
H -5.996 -2.572 2.852
H -4.799 -0.985 1.395
H -1.805 -3.951 0.644
H -2.943 -5.511 2.164
H -1.885 -0.861 2.658
H -2.136 0.948 4.314
H -3.098 3.134 3.652
H -3.836 3.500 1.318
H -3.486 1.726 -0.377
H -4.115 -2.789 -1.470
H -4.208 -3.663 -3.785
H -2.314 -3.278 -5.331
H -0.340 -1.999 -4.577
H 2.572 -1.321 -4.119
H 4.303 -3.077 -4.271
H 4.527 -4.770 -2.473
H 3.016 -4.727 -0.528
H 0.298 -1.328 2.644
H 1.460 -1.019 4.797
H 3.592 -2.215 5.216
H 4.604 -3.593 3.426
H 3.487 -3.831 1.253
H -0.461 -4.415 -1.726
H -1.336 -6.730 -1.681
H -1.185 -8.072 0.401
H -0.147 -7.104 2.427
H 0.695 -4.777 2.402
H 0.427 0.919 -4.600
H 1.674 2.979 -5.175
H 3.259 3.959 -3.543
H 3.545 2.948 -1.329
H 3.730 0.236 2.383
H 5.967 -0.753 2.707
H 7.235 -1.623 0.763
H 6.275 -1.451 -1.515
H 4.065 -0.414 -1.846
H 0.222 1.460 2.128
H 0.250 3.173 3.877
H 2.156 4.754 4.021
H 4.032 4.580 2.413
H 4.047 2.799 0.723
C -2.235 4.852 -3.723
N -2.186 3.570 -3.003
N -1.493 3.420 -1.807
C -1.356 2.060 -1.546
O -0.748 1.624 -0.528
C -2.015 1.401 -2.619
C -2.465 2.360 -3.493
C -3.118 2.206 -4.825
C -1.561 4.469 -0.826
C -0.459 4.749 -0.038
C -0.557 5.754 0.920
C -1.736 6.473 1.080
C -2.835 6.183 0.279
C -2.751 5.174 -0.670
H -1.751 5.617 -3.125
H -3.263 5.152 -3.904
H -1.713 4.775 -4.675
H -2.159 0.331 -2.710
H -3.385 1.164 -4.992
H -2.439 2.521 -5.628
H -4.021 2.818 -4.900
H 0.462 4.191 -0.177
H 0.301 5.985 1.533
H -1.799 7.261 1.825
H -3.760 6.740 0.392
H -3.617 4.922 -1.281

## Properties
Net charge: +2
Frontier orbital gap (eV): 7.19
HOMO (eV): -12.506

***

Entry 2:
C65H57BKN7O2SeTe | ωB97M-V/def2-TZVPD

Geometry (Å):
K 0.250 0.913 0.785
C -6.084 -0.120 2.844
C -4.660 -0.575 2.812
C -4.158 -1.746 3.334
C -2.772 -1.682 3.095
N -2.461 -0.563 2.452
N -3.618 0.117 2.285
B -3.647 1.566 1.725
N -3.370 1.661 0.202
N -2.199 2.073 -0.324
C -2.390 2.198 -1.628
C -3.706 1.838 -1.971
C -4.296 1.501 -0.776
C -5.682 1.004 -0.544
C -1.342 2.722 -2.514
C -1.541 2.770 -3.892
C -0.598 3.348 -4.728
C 0.564 3.884 -4.197
C 0.795 3.798 -2.828
C -0.148 3.220 -1.997
N -2.742 2.497 2.561
N -1.391 2.536 2.493
C -0.994 3.447 3.370
C -2.103 4.008 4.035
C -3.194 3.375 3.490
C -4.633 3.571 3.841
C 0.419 3.820 3.556
C 0.812 4.493 4.715
C 2.127 4.888 4.902
C 3.084 4.611 3.935
C 2.709 3.932 2.785
C 1.391 3.547 2.599
C -1.759 -2.656 3.528
C -2.034 -4.022 3.492
C -1.066 -4.942 3.867
C 0.185 -4.505 4.283
C 0.460 -3.145 4.330
C -0.510 -2.226 3.963
H -6.650 -0.799 3.482
H -6.542 -0.127 1.855
H -6.183 0.890 3.242
H -4.703 -2.512 3.860
H -4.776 1.946 1.883
H -4.174 1.825 -2.941
H -6.274 1.152 -1.448
H -6.166 1.528 0.281
H -5.687 -0.063 -0.307
H -2.446 2.353 -4.315
H -0.772 3.377 -5.798
H 1.295 4.350 -4.846
H 1.717 4.176 -2.404
H 0.038 3.125 -0.935
H -2.117 4.779 4.787
H -4.707 4.342 4.609
H -5.078 2.656 4.235
H -5.225 3.882 2.979
H 0.080 4.691 5.488
H 2.410 5.398 5.816
H 4.118 4.893 4.089
H 3.444 3.667 2.036
H 1.132 3.015 1.698
H -3.000 -4.361 3.136
H -1.282 -6.004 3.813
H 0.949 -5.225 4.552
H 1.439 -2.780 4.613
H -0.275 -1.169 3.978
C 2.345 -0.940 -6.560
C 1.851 -0.552 -5.191
C 2.608 0.218 -4.332
C 2.175 0.580 -3.052
C 3.011 1.418 -2.193
O 2.827 1.622 -1.001
C 4.248 2.079 -2.782
C 4.265 2.717 -4.017
C 5.402 3.387 -4.449
C 6.541 3.409 -3.657
C 6.533 2.770 -2.424
C 5.390 2.120 -1.986
C 0.895 0.112 -2.551
O 0.519 0.352 -1.393
C 0.109 -0.707 -3.474
C 0.608 -1.001 -4.725
C -1.136 -1.356 -3.008
N -1.774 -0.916 -2.000
C -2.791 -1.697 -1.333
C -2.159 -2.826 -0.498
Te -0.202 -2.363 0.274
C 0.625 -4.206 -0.320
C -0.080 -5.406 -0.246
C 0.478 -6.586 -0.717
C 1.764 -6.595 -1.240
C 2.486 -5.409 -1.291
C 1.918 -4.224 -0.847
C -1.526 -2.642 -3.691
C -0.760 -3.791 -3.506
C -1.145 -4.993 -4.081
C -2.291 -5.056 -4.864
C -3.052 -3.913 -5.063
C -2.673 -2.713 -4.473
H 3.315 -0.484 -6.763
H 1.657 -0.615 -7.347
H 2.461 -2.023 -6.662
H 3.591 0.538 -4.663
H 3.379 2.691 -4.636
H 5.397 3.893 -5.407
H 7.431 3.926 -3.997
H 7.417 2.788 -1.797
H 5.353 1.651 -1.011
H 0.015 -1.630 -5.385
H -3.521 -2.158 -2.014
H -3.333 -1.019 -0.673
H -1.997 -3.706 -1.122
H -2.812 -3.091 0.333
H -1.071 -5.421 0.190
H -0.091 -7.507 -0.661
H 2.202 -7.518 -1.603
H 3.490 -5.401 -1.697
H 2.474 -3.297 -0.926
H 0.135 -3.739 -2.896
H -0.547 -5.881 -3.911
H -2.591 -5.994 -5.316
H -3.946 -3.954 -5.674
H -3.268 -1.819 -4.616
Se 2.308 -0.061 3.147
C 3.762 0.296 4.303
C 3.724 1.366 5.210
C 4.784 1.634 6.062
C 5.928 0.843 6.045
C 5.984 -0.222 5.153
C 4.925 -0.489 4.299
H 2.840 1.992 5.231
H 4.716 2.474 6.746
H 6.758 1.053 6.710
H 6.868 -0.852 5.120
H 4.981 -1.318 3.604

## Properties
Net charge: -2
Frontier orbital gap (eV): 5.20
HOMO (eV): -1.492

***

Entry 3:
C65H68N5O4SiV | ωB97M-V/def2-TZVPD

Geometry (Å):
V -0.809 -0.067 0.639
C -1.608 7.437 1.874
C -0.510 6.821 1.296
C -0.487 5.449 1.135
C -1.564 4.665 1.545
C -2.663 5.294 2.125
C -2.683 6.668 2.286
C -1.517 3.212 1.305
C -1.579 2.322 2.379
C -1.816 2.716 3.730
C -1.838 1.578 4.474
C -1.585 0.496 3.576
N -1.421 0.963 2.300
C -1.347 -0.819 3.997
C -0.928 -1.843 3.139
C -0.692 -3.186 3.572
C -0.336 -3.892 2.464
C -0.417 -2.994 1.356
C -0.317 -3.392 0.023
C 0.056 -4.778 -0.316
C -0.665 -5.888 0.115
C -0.285 -7.162 -0.272
C 0.807 -7.352 -1.103
C 1.519 -6.252 -1.551
C 1.152 -4.981 -1.153
C -0.647 -2.553 -1.041
N -0.928 -1.223 -0.965
C -1.339 -0.858 -2.215
C -1.674 0.426 -2.630
C -2.087 0.600 -4.041
C -3.393 0.298 -4.409
C -3.797 0.412 -5.726
C -2.898 0.835 -6.691
C -1.602 1.162 -6.328
C -1.196 1.048 -5.010
C -1.648 1.539 -1.793
C -1.812 2.887 -2.242
C -1.687 3.674 -1.140
C -1.486 2.795 -0.026
N -1.452 1.499 -0.446
C -1.326 -1.985 -3.100
C -0.887 -3.039 -2.369
N -0.739 -1.735 1.788
C -1.470 -1.138 5.428
C -2.679 -0.989 6.104
C -2.789 -1.317 7.442
C -1.693 -1.802 8.136
C -0.479 -1.939 7.483
C -0.370 -1.609 6.147
H -1.626 8.512 1.999
H 0.334 7.416 0.974
H 0.367 4.959 0.692
H -3.512 4.702 2.433
H -3.544 7.147 2.736
H -1.946 3.724 4.075
H -1.984 1.485 5.536
H -0.807 -3.555 4.576
H -0.053 -4.925 2.414
H -1.540 -5.754 0.737
H -0.846 -8.020 0.075
H 1.103 -8.350 -1.397
H 2.363 -6.385 -2.214
H 1.727 -4.125 -1.462
H -4.084 -0.037 -3.648
H -4.813 0.170 -6.001
H -3.208 0.904 -7.725
H -0.904 1.503 -7.080
H -0.185 1.290 -4.719
H -1.986 3.186 -3.261
H -1.762 4.743 -1.077
H -1.599 -1.961 -4.140
H -0.757 -4.055 -2.691
H -3.537 -0.618 5.563
H -3.736 -1.197 7.949
H -1.777 -2.066 9.180
H 0.387 -2.301 8.021
H 0.586 -1.713 5.651
C 3.802 -4.190 0.589
C 5.015 -3.537 -0.096
C 5.861 -4.634 -0.765
C 5.854 -2.811 0.966
O 4.626 -2.652 -1.102
Si 3.741 -1.222 -0.998
O 2.427 -1.320 -0.188
O 3.798 -0.725 -2.580
C 3.307 -1.331 -3.740
C 1.892 -1.840 -3.498
C 4.227 -2.483 -4.174
C 3.287 -0.262 -4.843
O 4.709 -0.061 -0.257
C 5.740 0.703 -0.819
C 5.156 1.790 -1.726
C 6.705 -0.169 -1.624
C 6.495 1.378 0.338
H 4.059 -4.537 1.588
H 3.452 -5.042 0.015
H 2.999 -3.464 0.645
H 6.144 -5.390 -0.037
H 6.755 -4.206 -1.210
H 5.282 -5.102 -1.555
H 6.102 -3.481 1.788
H 5.280 -1.965 1.325
H 6.774 -2.434 0.525
H 1.926 -2.671 -2.805
H 1.413 -2.148 -4.424
H 1.314 -1.051 -3.026
H 4.449 -3.092 -3.304
H 5.161 -2.094 -4.572
H 3.745 -3.090 -4.935
H 2.551 0.500 -4.603
H 3.030 -0.713 -5.799
H 4.263 0.209 -4.933
H 4.488 1.314 -2.434
H 5.948 2.313 -2.255
H 4.585 2.497 -1.132
H 6.149 -0.641 -2.425
H 7.130 -0.941 -0.987
H 7.511 0.433 -2.037
H 5.819 2.027 0.889
H 7.315 1.976 -0.053
H 6.889 0.633 1.025
C 2.482 -1.548 2.664
N 2.743 -0.223 3.245
C 3.998 0.309 2.697
C 1.576 0.721 3.071
C 1.601 1.448 1.756
C 2.302 2.653 1.700
C 2.458 3.317 0.504
C 2.015 2.703 -0.661
C 1.308 1.520 -0.594
C 0.979 0.912 0.622
H 3.319 -2.207 2.884
H 2.378 -1.442 1.561
H 1.577 -1.976 3.084
H 2.858 -0.338 4.257
H 3.948 0.297 1.601
H 4.828 -0.322 3.012
H 4.166 1.324 3.051
H 1.616 1.434 3.899
H 0.675 0.117 3.139
H 2.696 3.091 2.615
H 2.953 4.280 0.465
H 2.197 3.175 -1.617
H 0.987 1.052 -1.515

## Properties
Net charge: -1
Frontier orbital gap (spin up / spin down) (eV): 5.01 / 5.69
Spin multiplicity: 4
HOMO (spin up / spin down) (eV): -3.005 / -4.162